Formula: C13H24AuN2O4P
Source: the OMol25 dataset
Level of theory: ωB97M-V/def2-TZVPD

E_HOMO: -8.59 eV
multiplicity: 1
total charge: 0
gap between HOMO and LUMO: 0.3236 Eh
E_tot: -38025.8881 eV

Element x y z (Å)
C (2.374, -1.767, 1.904)
C (-1.922, 3.936, -0.241)
C (0.452, 3.497, -1.468)
H (-2.376, 6.469, 0.231)
N (-1.444, 6.291, -0.099)
O (-0.171, -2.170, -0.088)
H (-2.201, -2.966, 1.323)
H (0.876, 5.563, -1.204)
H (-1.302, -4.840, -1.815)
H (3.222, 0.752, 2.588)
H (0.802, 0.139, 3.132)
H (1.394, 3.274, -1.945)
C (-1.087, 5.042, -0.465)
H (3.870, 0.364, 0.988)
P (1.214, -1.832, -0.893)
N (-0.385, 2.466, -1.320)
O (0.860, -1.238, -2.257)
C (-1.160, -3.069, -0.574)
C (1.895, -0.429, 1.359)
C (-1.779, -3.725, 0.667)
C (0.157, 4.774, -1.059)
H (1.599, -2.512, 1.745)
H (-2.564, -4.418, 0.378)
C (-1.538, 2.694, -0.684)
H (-0.872, 7.072, -0.361)
H (0.249, -4.643, -0.972)
H (-2.177, 1.836, -0.538)
H (2.626, 1.603, 1.155)
H (-0.117, -3.632, -2.358)
H (2.600, -1.688, 2.964)
H (-1.764, -1.810, -2.212)
C (-0.551, -4.123, -1.491)
H (3.257, -2.087, 1.358)
C (-2.219, -2.265, -1.335)
H (-2.863, 4.058, 0.269)
H (-0.158, -0.749, 1.936)
H (-3.033, -2.915, -1.646)
H (0.244, 0.948, 1.659)
Au (0.209, 0.618, -1.847)
C (0.608, 0.008, 2.071)
C (2.974, 0.645, 1.535)
H (-1.016, -4.267, 1.218)
O (2.195, -2.920, -0.870)
O (1.639, -0.510, -0.037)
H (-2.615, -1.473, -0.702)